The following is a quantum chemistry calculation of a 2-piece molecular cluster, C4H11NO2 overall in a non-equilibrium geometry, from the Open Molecules 2025 dataset.

As for the net charge: -1. The calculation puts the frontier orbital gap (alpha / beta) at 0.1042 / 0.3614 Eh. As for the expectation value of S²: 0.7504. The HOMO energy (alpha / beta) comes out at 0.81 / -6.33 eV. Its spin multiplicity is 2. Its energy above the lowest of the compared OMol25 structures with the same formula, charge and spin is 26.20 kcal/mol. As for the total energy: -9910.3024 eV.

Atoms and positions in Å:
C 0.615 -0.699 1.059
C 1.795 -1.429 0.349
C 0.295 0.715 0.434
N -0.528 0.768 -0.658
C -1.052 2.129 -0.939
O 0.669 1.698 1.101
H -0.290 -1.334 1.307
H 1.069 -0.315 1.991
H 2.727 -1.226 0.836
H 1.799 -1.136 -0.677
H 1.706 -2.529 0.513
H -0.646 0.046 -1.308
H -1.101 2.688 0.006
H -0.343 2.621 -1.580
H -2.011 2.105 -1.535
H -0.540 -2.641 -0.915
H -2.040 -3.057 -0.686
O -1.488 -2.310 -0.946